C32H72F12N4P2 | the ωB97M-V functional and the def2-TZVPD basis

The geometry in XYZ format:
```
122
Properties=species:S:1:pos:R:3:forces:R:3
C 5.2095 7.6390 4.7863 0.9 0.9 0.1
C 5.0732 6.6718 3.6583 -1.3 -0.9 -0.8
C 4.4532 7.2677 2.3587 1.6 -1.2 -1.1
N 4.1567 6.1885 1.2543 -3.2 -1.6 -0.5
C 3.0013 5.3338 1.7966 1.3 -0.6 -0.6
C 3.7196 6.8490 -0.0375 0.7 1.3 -1.2
C 4.0887 6.0026 -1.3255 0.5 0.0 1.0
C 5.1999 5.0828 -0.8555 -0.4 -0.5 1.9
C 5.3083 5.3521 0.6767 1.5 0.5 0.7
H 5.3487 7.0558 5.6966 0.3 0.3 0.1
H 4.4204 8.3681 4.9705 -0.2 -0.3 -0.3
H 6.1095 8.1895 4.5124 0.1 0.4 0.8
H 4.5307 5.8212 4.0709 -0.6 -0.1 -0.6
H 6.0578 6.2398 3.4792 0.1 0.2 -0.5
H 5.1803 7.8813 1.8268 0.4 0.1 0.4
H 3.5885 7.9291 2.4131 -0.3 -0.6 0.5
H 2.2469 5.9757 2.2513 0.3 -0.2 0.0
H 3.4738 4.6055 2.4557 -0.4 0.3 0.5
H 2.5732 4.7305 0.9960 0.0 0.3 -0.2
H 2.7138 7.2444 -0.1797 -0.3 -0.4 1.1
H 4.3607 7.7060 0.1689 0.0 0.6 -1.8
H 3.3117 5.3518 -1.7266 -0.5 0.6 0.2
H 4.4892 6.6213 -2.1286 -0.5 0.3 0.2
H 4.9207 4.0294 -0.8348 -0.1 0.0 -1.0
H 6.1390 5.1970 -1.3970 0.0 0.1 0.4
H 5.3847 4.3821 1.1680 0.0 0.4 0.6
H 6.1531 6.0034 0.9010 0.4 -0.4 0.1
C -5.8068 -0.2440 2.3173 -0.2 -1.3 1.2
C -6.2072 0.9030 1.4913 -0.3 2.7 0.2
C -5.9914 2.2643 2.2708 -1.7 -0.4 -1.5
N -6.3985 3.4691 1.3813 0.0 1.6 0.0
C -7.9377 3.5849 1.1478 1.4 -0.7 -0.1
C -5.7148 3.4779 0.0281 1.3 1.0 0.4
C -5.5421 5.0117 -0.3234 0.1 -0.9 -1.4
C -5.9269 5.7995 0.9120 -0.4 0.4 -0.4
C -5.9110 4.8035 2.0730 0.0 -0.7 -1.5
H -6.2996 -1.1357 1.9298 0.4 -0.2 0.0
H -6.2460 -0.1007 3.3046 0.0 -0.1 0.2
H -4.7496 -0.4423 2.4938 0.0 0.2 -0.5
H -7.2798 0.8226 1.3148 0.0 -0.1 -0.4
H -5.6639 1.0134 0.5528 -0.1 -0.4 0.0
H -4.9565 2.2931 2.6118 0.0 0.7 -0.2
H -6.6988 2.4418 3.0809 0.3 -0.7 0.4
H -8.1139 2.6686 0.5842 -0.8 0.0 0.6
H -8.2365 4.4076 0.4982 0.8 0.1 0.0
H -8.4379 3.7591 2.1005 0.0 -0.7 0.0
H -6.1247 2.7924 -0.7135 -0.7 0.5 0.2
H -4.7484 3.0165 0.2316 0.3 0.3 0.0
H -6.0709 5.3763 -1.2041 -1.1 -0.5 0.2
H -4.5820 5.2580 -0.7769 0.8 -0.5 1.0
H -6.9227 6.1977 0.7169 -0.1 0.0 0.5
H -5.2894 6.6817 0.9705 0.1 -0.2 0.7
H -6.5866 5.0209 2.9003 0.3 -0.1 0.0
H -4.8786 4.6036 2.3598 -0.2 0.0 0.4
C 1.6073 0.4795 6.6185 -0.4 1.6 0.1
C 2.0688 -0.8707 6.2484 -0.1 -1.6 0.2
C 3.5104 -1.1500 6.6825 0.4 -1.1 -0.4
N 4.1442 -2.4327 6.0041 0.8 0.2 -0.3
C 3.3752 -3.6390 6.4485 -0.1 0.2 -0.2
C 5.6473 -2.6239 6.4397 -0.5 0.7 -0.5
C 6.3964 -3.4599 5.3575 -1.0 1.1 0.7
C 5.5543 -3.2097 4.0922 0.5 -0.4 -1.9
C 4.3124 -2.3829 4.3812 -0.2 0.6 3.1
H 0.5368 0.5997 6.4522 0.0 -0.2 0.0
H 2.0783 1.2050 5.9553 0.2 0.3 0.3
H 1.7752 0.7257 7.6670 0.2 0.1 0.0
H 1.8888 -0.9880 5.1798 0.4 -0.2 -0.1
H 1.4001 -1.5706 6.7496 0.1 -0.3 -0.1
H 3.6141 -1.3865 7.7415 -0.5 -0.1 0.1
H 4.1329 -0.2588 6.6029 0.4 -0.2 -0.9
H 2.3263 -3.6278 6.1523 0.2 0.3 -0.5
H 3.3238 -3.6520 7.5372 0.5 -0.2 0.0
H 3.8774 -4.4982 6.0041 -0.2 -0.1 0.3
H 5.7001 -2.9957 7.4630 -0.2 -0.1 -0.2
H 6.0513 -1.6116 6.4264 -0.1 0.0 0.1
H 6.5334 -4.4805 5.7150 -0.2 0.0 -0.5
H 7.3659 -2.9856 5.2054 0.1 -0.3 0.2
H 5.4727 -4.0327 3.3821 -1.0 -0.9 0.9
H 6.1013 -2.6396 3.3413 0.5 0.8 0.5
H 3.3239 -2.6119 3.9832 0.4 -0.1 -0.3
H 4.5734 -1.3263 4.3210 -0.4 0.0 -0.7
C 0.6210 -6.9683 -5.8311 0.8 -1.3 -0.2
C -0.8266 -7.2888 -5.4194 0.0 1.1 0.8
C -1.8663 -6.6266 -6.2821 -1.3 0.9 -0.2
N -3.3567 -6.8680 -5.8025 0.5 -0.7 -0.5
C -3.6330 -8.3496 -6.0932 0.4 1.0 0.0
C -3.5241 -6.5716 -4.3119 3.3 -0.1 -0.8
C -4.9212 -6.4416 -4.1325 -2.2 -0.3 0.6
C -5.3559 -5.5361 -5.2873 -0.6 0.1 -0.1
C -4.4706 -5.9534 -6.4929 1.3 -0.5 0.5
H 1.1338 -6.0559 -5.5267 -1.0 0.4 0.1
H 0.8541 -7.1017 -6.8875 -0.4 0.0 -0.1
H 1.2145 -7.7348 -5.3327 0.2 -0.1 0.0
H -0.9297 -6.8399 -4.4315 -0.1 -0.2 0.3
H -1.0276 -8.3525 -5.2923 0.3 -0.1 -0.3
H -1.8147 -6.9380 -7.3254 -0.2 -0.1 0.0
H -1.7396 -5.5441 -6.2713 0.0 0.0 0.1
H -3.1843 -8.9487 -5.3008 -0.3 0.0 0.0
H -3.0621 -8.5520 -6.9994 -0.5 -0.2 -0.1
H -4.7038 -8.5108 -6.2180 0.3 -0.1 0.1
H -3.1317 -7.4083 -3.7339 0.5 0.3 -0.1
H -2.9943 -5.6367 -4.1294 0.3 -0.1 0.1
H -5.2311 -7.4864 -4.1558 -1.2 0.1 -0.6
H -5.1743 -6.1737 -3.1067 -0.1 0.7 -0.2
H -6.4409 -5.5497 -5.3906 0.1 -0.4 -0.7
H -5.1591 -4.4801 -5.1028 0.3 -0.1 0.4
H -4.8885 -6.4870 -7.3466 -0.3 -0.4 0.5
H -3.9202 -5.1430 -6.9708 -0.1 0.3 0.4
P 2.4639 -1.5587 -10.1455 3.4 1.4 -3.4
F 2.0015 -0.7523 -11.5213 -2.0 -1.3 -0.2
F 0.9343 -1.7057 -9.6893 1.0 -0.2 0.6
F 2.4905 -3.0624 -10.9308 -0.8 1.5 1.4
F 3.1999 -2.1771 -8.8085 -1.7 -0.2 -0.6
F 3.9220 -1.2636 -10.7855 2.3 -2.2 -0.6
F 2.7679 -0.0631 -9.6219 -2.2 0.9 2.9
P -0.0806 -0.5877 -1.7880 -2.1 0.8 -3.0
F 0.1795 0.9627 -2.2733 -1.0 0.3 0.6
F -0.8065 -0.3098 -0.3488 0.4 0.5 0.4
F -1.6472 -0.3924 -2.3843 1.3 -0.5 -0.5
F -0.4196 -2.1870 -1.5918 1.1 0.9 0.4
F 0.6501 -1.0066 -3.2528 -1.1 0.0 1.8
F 1.2939 -0.3880 -1.0458 1.3 -1.9 0.7
```
Forces are in eV/Å.

Total charge   +2



C32H72N4O5 | the ωB97M-V functional and the def2-TZVPD basis

The geometry in XYZ format:
```
113
Properties=species:S:1:pos:R:3:forces:R:3
C -6.0084 6.4806 19.7525 -0.2 1.9 1.6
C -6.7119 6.1575 18.4478 -0.4 -1.6 -0.1
C -5.5147 5.6948 17.5554 -1.3 -0.4 -0.5
C -7.6570 4.9060 18.7888 1.0 1.0 -2.0
C -8.9704 5.2458 19.3856 -0.8 0.0 0.3
C -9.7687 6.3876 18.6962 0.9 -0.5 1.4
C -8.8836 7.6375 18.2868 -0.6 -0.3 -0.6
C -9.7197 8.3847 17.2015 -0.3 -1.2 0.2
C -8.7900 8.5140 19.5269 0.6 0.4 0.1
N -7.5680 7.1847 17.6762 -0.9 -2.7 2.0
O -6.8047 8.1910 17.0977 0.1 0.6 0.2
H -6.4769 6.2840 20.7168 -1.3 0.0 -0.2
H -5.1025 5.9298 20.0055 0.5 0.2 -1.1
H -5.8809 7.5628 19.7803 0.8 0.1 0.1
H -5.8010 5.3734 16.5540 -0.4 0.3 -0.2
H -4.7545 6.4667 17.4354 0.1 -0.2 0.4
H -5.1536 4.7566 17.9767 0.5 0.3 0.4
H -7.8106 4.4737 17.8001 -0.2 -0.5 0.0
H -7.1876 4.1705 19.4421 0.6 0.1 -0.2
H -9.5444 4.3246 19.4854 -0.4 -0.1 -0.7
H -8.8733 5.4094 20.4589 0.4 0.9 0.1
H -10.3781 6.6653 19.5562 -0.3 0.7 -0.3
H -10.5035 6.0471 17.9666 0.6 -0.1 -0.6
H -9.5145 9.4349 16.9940 0.3 -0.2 0.2
H -10.7628 8.2465 17.4863 -0.2 0.7 0.4
H -9.7499 7.7908 16.2881 0.6 0.1 -0.3
H -8.5304 9.5301 19.2298 0.2 0.1 0.2
H -8.0388 8.1413 20.2232 0.0 0.0 0.0
H -9.7352 8.5459 20.0687 0.0 0.0 -0.1
H -6.9576 7.9978 16.1699 0.3 0.3 -0.2
C -14.5757 11.8437 27.8227 1.8 0.5 -0.7
C -13.9043 10.6694 28.5949 -1.8 -2.0 1.3
C -13.6217 11.0994 30.1242 -1.7 -0.4 -0.8
C -15.0761 9.5614 28.6481 1.5 0.1 0.0
C -14.6165 8.1856 29.0579 0.4 -0.7 0.3
C -13.5274 7.6710 28.1520 2.2 0.3 0.2
C -12.2671 8.6122 28.0436 -1.0 1.7 2.5
C -11.4852 8.6931 29.4281 0.0 -2.2 -1.4
C -11.3543 8.2654 26.8576 -0.4 -0.1 0.0
N -12.7814 9.9930 27.9036 -3.3 0.4 -2.9
O -11.7883 10.9123 27.6518 0.8 0.2 0.8
H -13.8381 12.6268 27.6469 0.3 0.1 0.1
H -14.8686 11.5801 26.8064 -0.2 -0.5 0.1
H -15.4014 12.3798 28.2905 -0.1 -0.7 0.5
H -12.8633 11.8328 30.3981 0.4 -0.4 -0.4
H -14.5523 11.5633 30.4511 -0.2 0.4 -0.2
H -13.6568 10.2178 30.7643 0.8 0.0 0.0
H -15.9262 9.9187 29.2292 0.0 0.1 -0.2
H -15.3487 9.2635 27.6356 -0.5 1.2 -0.4
H -14.2444 8.0446 30.0726 -0.3 0.3 0.3
H -15.4147 7.4661 28.8750 -0.4 0.1 0.5
H -13.8891 7.3778 27.1664 0.0 0.3 -0.2
H -13.1141 6.7812 28.6269 -0.1 -0.4 -0.2
H -10.6009 9.3205 29.3164 -0.1 0.1 0.2
H -11.1528 7.6594 29.5229 0.6 -0.1 0.5
H -12.0741 8.9067 30.3202 -0.1 0.3 -0.4
H -10.2800 8.2367 27.0396 -0.1 0.3 0.4
H -11.5538 9.0073 26.0843 0.2 -0.2 0.0
H -11.5894 7.2694 26.4822 -0.2 0.0 0.0
H -11.5476 10.9751 28.5790 1.5 1.3 0.2
C -5.0893 7.6974 26.1267 0.5 0.5 -2.1
C -5.5071 7.7886 24.5463 -2.1 1.4 3.3
C -6.6936 6.7326 24.4592 2.9 -0.1 -0.7
C -6.2509 9.2400 24.4480 2.9 -0.9 0.0
C -5.1835 10.3803 24.3857 -0.5 -0.5 -1.7
C -4.1571 10.0193 23.2475 -0.5 0.9 1.0
C -3.4904 8.5940 23.2766 1.4 1.5 0.4
C -2.9366 8.4053 21.8353 0.5 -1.7 0.0
C -2.3362 8.6636 24.3575 0.8 0.3 -0.3
N -4.4523 7.5871 23.5795 -2.4 -0.7 -0.7
O -3.9682 6.2369 23.6821 0.4 0.9 0.6
H -4.3448 8.4416 26.4094 0.1 0.0 -0.2
H -5.9734 7.9757 26.7003 0.0 -0.8 0.2
H -4.6497 6.7094 26.2636 -0.4 0.0 0.6
H -6.7035 6.4017 23.4207 -0.9 0.3 -0.2
H -6.2561 5.8614 24.9467 -0.6 -0.2 0.4
H -7.6274 7.0621 24.9148 0.2 0.0 -0.3
H -6.8236 9.1498 23.5250 -0.3 0.6 0.1
H -6.8283 9.3782 25.3621 -0.4 -0.3 -0.4
H -5.6759 11.3181 24.1284 -0.3 0.0 -0.7
H -4.7264 10.7508 25.3032 0.3 -1.2 0.4
H -3.4112 10.8120 23.3056 0.7 -0.4 0.1
H -4.5597 10.2651 22.2648 -0.7 -0.7 0.0
H -3.5498 8.7226 20.9918 0.0 1.2 0.4
H -2.9076 7.3683 21.5009 0.0 -0.7 0.8
H -1.8722 8.6287 21.7628 -0.2 0.8 -0.1
H -1.4972 7.9721 24.2788 -0.4 -0.7 -0.4
H -2.6390 8.6120 25.4034 -0.5 -0.1 -0.3
H -1.7794 9.5980 24.2867 -0.3 0.4 -0.2
H -3.8757 5.9250 22.7789 -0.2 0.1 -0.2
C -16.9300 9.1618 24.9275 -0.5 0.4 -1.0
O -16.1550 9.8952 23.9711 0.9 -1.7 1.3
C -14.7461 9.8958 24.2928 -0.4 1.7 -2.0
C -13.8172 9.3309 23.1888 0.8 -1.9 0.4
C -13.7413 7.7603 23.1825 -1.3 1.0 -0.2
N -12.4356 9.6627 23.4509 1.1 0.9 1.2
H -17.0407 9.6787 25.8807 -0.1 0.4 0.0
H -16.5820 8.1618 25.1862 0.4 -0.2 -0.4
H -17.8729 9.0915 24.3852 -0.3 -0.2 0.6
H -14.5882 10.9736 24.2552 0.8 0.2 0.5
H -14.4666 9.5323 25.2816 -0.3 -0.3 0.1
H -13.9559 9.7520 22.1930 -1.0 -0.3 0.0
H -14.7724 7.4465 23.0196 0.1 -0.7 -0.4
H -13.4170 7.3227 24.1266 -0.1 0.5 0.5
H -13.0002 7.3874 22.4754 -0.5 0.1 -0.4
H -12.2144 10.6395 23.3206 -0.1 0.4 -0.5
H -12.3457 9.6085 24.4554 0.5 -0.4 0.4
C -10.4023 6.3847 23.6058 -0.6 1.8 -1.7
O -10.3790 7.5208 22.6478 0.5 -1.6 0.3
H -11.0597 6.6626 24.4297 0.7 -0.1 0.5
H -10.8890 5.5246 23.1459 0.2 -0.1 -0.3
H -9.3471 6.1805 23.7872 -0.4 -0.2 0.6
H -10.9690 8.2377 22.8920 -0.5 0.2 0.5
```
Forces are in eV/Å.

SMILES   CC1(C)CCCC(C)(C)N1O.CC1(C)CCCC(C)(C)N1O.CC1(C)CCCC(C)(C)N1O.COC[C@H](C)N.CO



One value per record, in order, for HOMO level: -10.161, -7.979 eV.
One value per record, in order, for energy above the lowest of the compared OMol25 structures with the same formula, charge and spin: 52.01, 139.46 kcal/mol.
One value per record, in order, for E: -3362.16907, -1857.31690 hartree.